# 1
A structure of composition C38H80Cl2F3N2O16PSi2 in a non-equilibrium geometry, computed with ωB97M-V/def2-TZVPD.

Structure (XYZ):
```
144
C38H80Cl2F3N2O16PSi2, DFT ωB97M-V/def2-TZVPD
C 1.92393 1.17737 -2.95434
C 1.26813 -0.32547 -3.11573
O 1.45525 -0.98444 -4.29126
N 0.45151 -0.89592 -1.97784
C -0.82919 -1.55438 -2.43979
C -1.81554 -0.60495 -3.34082
C -2.25599 0.81399 -2.57163
C -3.72834 0.63166 -1.79808
Si -4.92835 2.10495 -2.00553
C -4.21083 3.82596 -1.38608
C -2.62792 4.05035 -1.66823
C -1.71374 3.65301 -0.32458
O -2.43383 5.53361 -1.80750
C -5.62899 2.42682 -3.74966
C -4.88207 1.76242 -5.02693
O -4.48633 0.34000 -4.87807
C -3.66094 2.70284 -5.67963
F -4.10092 3.18978 -7.04183
F -2.42425 1.88437 -5.97047
F -3.38382 3.92775 -4.89545
O -6.37889 1.93434 -0.95818
Si -6.75631 0.27331 -0.61104
C -6.92282 -0.88554 -2.15840
C -8.50917 -1.10488 -2.63941
C -8.53243 -2.09497 -3.96043
C -8.03443 -1.38653 -5.35199
O -7.86344 0.07266 -5.28632
C -8.88000 0.77815 -6.11404
O -10.03087 1.09519 -5.49011
C -5.64215 -0.56392 0.74666
Cl -5.50512 -2.44693 0.65506
C -4.91028 0.14696 1.82799
C -3.92516 -0.57666 2.95459
Cl -5.05192 2.02304 2.01625
P -8.80915 0.30024 0.29281
N -9.85324 1.48509 -0.55171
O -8.63308 0.79784 1.96158
H 1.51777 1.92857 -3.78312
H 3.08405 1.06862 -3.06875
H 1.66873 1.53948 -1.86578
H 0.30773 -0.22074 -1.19558
H -1.44393 -2.07547 -1.56197
H -0.49951 -2.45655 -3.14853
H -2.73573 -1.22811 -3.70781
H -1.24679 -0.24806 -4.32164
H -2.45410 1.57921 -3.43377
H -1.40796 1.13323 -1.83182
H -4.15632 -0.37185 -2.28520
H -3.43728 0.39508 -0.66868
H -4.38358 3.92920 -0.21079
H -4.88904 4.67151 -1.86944
H -2.20058 3.59499 -2.65524
H -2.24749 4.20728 0.58396
H -1.63417 2.49920 -0.15014
H -0.67180 4.19882 -0.44961
H -1.75018 5.64401 -2.55709
H -6.76120 2.04742 -3.77567
H -5.71652 3.60880 -3.89540
H -5.69984 1.74070 -5.90042
H -5.26943 -0.25956 -5.09874
H -6.50930 -1.98723 -1.95729
H -6.36349 -0.50718 -3.11337
H -9.03073 -0.10719 -2.96157
H -9.15136 -1.64574 -1.81273
H -9.64641 -2.49214 -4.10380
H -7.83943 -3.03006 -3.71855
H -6.97900 -1.85466 -5.65235
H -8.74626 -1.63243 -6.26939
H -8.62140 1.06902 -7.22194
H -3.96420 -1.74560 2.93395
H -4.27267 -0.12016 4.00194
H -2.82630 -0.14266 2.79263
H -9.59773 2.44240 -0.20407
H -9.67865 1.44887 -1.58053
H -8.46499 1.79852 1.89630
C 4.03742 -5.09354 -4.01885
O 4.96009 -4.02312 -3.91071
C 4.32108 -2.78919 -3.57539
C 5.34174 -1.79550 -3.01705
O 5.63894 -2.01885 -1.63188
C 6.46182 -3.15964 -1.35058
C 7.92657 -2.94789 -1.73609
O 8.10738 -3.16511 -3.13699
C 9.30798 -2.58469 -3.61928
H 3.29775 -4.88526 -4.79754
H 4.58881 -5.99847 -4.28737
H 3.53992 -5.26481 -3.06020
H 3.53149 -2.95969 -2.83573
H 3.87911 -2.38632 -4.49381
H 4.89733 -0.79440 -3.05864
H 6.25524 -1.76115 -3.61526
H 6.04519 -4.06538 -1.79624
H 6.41365 -3.28900 -0.26338
H 8.55640 -3.66739 -1.20478
H 8.23435 -1.92974 -1.46913
H 9.28535 -1.49940 -3.48530
H 9.38918 -2.79856 -4.68871
H 10.17315 -3.01140 -3.10618
C -3.49345 5.26170 7.84753
O -3.82799 3.90228 8.06865
C -4.50719 3.32324 6.95208
C -4.43429 1.79639 7.01785
O -3.18967 1.27504 6.53204
C -2.06128 1.45577 7.39906
C -2.09072 0.53083 8.61667
O -2.94958 1.06608 9.62577
C -3.34758 0.08371 10.56783
H -4.39537 5.85459 7.66906
H -2.99025 5.64272 8.74008
H -2.80764 5.35142 7.00049
H -4.06169 3.67242 6.01440
H -5.55395 3.64442 6.99990
H -5.19868 1.39164 6.34456
H -4.65822 1.41446 8.01661
H -1.94497 2.50440 7.68085
H -1.18703 1.19025 6.79386
H -1.08694 0.45010 9.04395
H -2.43767 -0.46473 8.31482
H -3.92193 -0.70518 10.07377
H -3.98867 0.56124 11.31415
H -2.47530 -0.34126 11.07021
C 14.45219 -1.94092 3.81157
O 13.25856 -1.42547 3.24731
C 13.48940 -0.76858 1.99889
C 12.18326 -0.64766 1.21131
O 11.83756 -1.85246 0.51428
C 11.34912 -2.92403 1.33332
C 9.92535 -2.68683 1.83885
O 9.94065 -1.82492 2.97872
C 8.67356 -1.23733 3.22399
H 15.16989 -1.13537 3.99282
H 14.20592 -2.41662 4.76451
H 14.88913 -2.69601 3.15220
H 14.22482 -1.32488 1.40785
H 13.88040 0.23121 2.21952
H 12.32818 0.10635 0.42907
H 11.35526 -0.30182 1.83448
H 12.04342 -3.14639 2.14637
H 11.33352 -3.80312 0.67907
H 9.47949 -3.63695 2.14730
H 9.31932 -2.24437 1.03912
H 8.37606 -0.61020 2.37871
H 8.75310 -0.60411 4.11209
H 7.92180 -2.00917 3.40565
```


# 2
A structure of composition C8H9N2O5SSn in a non-equilibrium geometry, computed with ωB97M-V/def2-TZVPD.

Structure (XYZ):
```
26
C8H9N2O5SSn, DFT ωB97M-V/def2-TZVPD
O -1.50038 3.59425 -3.53922
C -0.67970 2.88002 -3.21490
Sn 1.79534 -0.25929 -1.19533
O -1.62562 -1.83184 -1.69764
C -0.64966 -1.22384 -1.69051
C 2.87235 -2.15860 -0.63790
O 3.84254 -2.64568 -0.25322
C 3.74615 0.99115 -1.51896
O 4.93893 1.04047 -1.63722
C 2.02896 -0.65006 -3.90137
O 2.11653 -1.12625 -4.92853
H 2.84249 1.76508 -1.52989
C -2.63554 1.13373 1.94557
N -1.29608 1.24078 1.39981
C -0.26307 0.38744 1.46833
S 1.26188 1.01959 0.93995
N -0.32713 -0.87907 1.88804
C -1.52185 -1.68012 2.14966
H -2.92939 0.11630 2.17472
H -3.33582 1.53103 1.21015
H -2.74122 1.72192 2.85984
H -1.02745 2.15834 1.03039
H 0.58524 -1.34663 1.98270
H -2.24372 -1.67281 1.32176
H -1.22488 -2.72150 2.29527
H -2.02890 -1.38441 3.07852
```

The charge is +1. The value obtained for the energy relative to the best compared isomer or geometry (same formula, charge and spin) is 7.78 kcal per mole.


# 3
A structure of composition C4H7NO, computed with ωB97M-V/def2-TZVPD.

Structure (XYZ):
```
13
C4H7NO, DFT ωB97M-V/def2-TZVPD
C 2.25808 0.21920 0.32816
N 1.25131 -0.55775 -0.37053
C 0.06643 -0.16660 -0.31239
C -1.27004 -0.81493 -0.56709
C -1.81018 0.45525 0.10497
O -0.46703 0.98910 0.22653
H 2.01702 1.28108 0.44545
H 3.21949 0.11623 -0.17715
H 2.35858 -0.21717 1.32773
H -1.38170 -1.73699 0.00570
H -1.55138 -0.98302 -1.60726
H -2.44615 1.10396 -0.50178
H -2.24443 0.31164 1.09765
```

The value obtained for the energy relative to the best compared isomer or geometry (same formula, charge and spin) is 42.72 kcal per mole.


# 4
A structure of composition C3H3Cl2O3P in a non-equilibrium geometry, computed with ωB97M-V/def2-TZVPD.

Structure (XYZ):
```
12
C3H3Cl2O3P, DFT ωB97M-V/def2-TZVPD
C 2.62993 0.15784 1.23860
C 2.81474 0.30695 -0.07617
C 3.26762 0.11137 -1.27341
O 3.72200 2.56756 0.31556
O 2.50677 2.63399 -1.91969
O 1.14899 2.38361 0.17583
P 2.49590 2.29826 -0.44815
Cl -1.91935 -4.94699 2.47309
Cl 4.55002 -1.12534 -1.43989
H 2.77723 0.95545 1.92792
H 2.09344 -0.76470 1.61216
H 3.05974 0.59934 -2.20801
```

The charge is -2. The value obtained for the energy relative to the best compared isomer or geometry (same formula, charge and spin) is 36.27 kcal per mole.


Gap between HOMO and LUMO for the records above, in order: 7.13; 6.15; 10.51; 6.15 eV
HOMO energy for the records above, in order: -7.799; -10.315; -9.500; -1.898 eV